The following is a quantum chemistry calculation of an isolated ion of composition C6H13N2O2 and charge +1 in a non-equilibrium geometry, from the OMol25 dataset.

Results
Energy above the lowest of the compared OMol25 structures with the same formula, charge and spin, kJ/mol: 748.9
Frontier orbital gap, eV: 8.9
E, eV: -13494.68467
Total charge: +1
LUMO level, eV: -5.296

Each line ends with the Löwdin charge.
Atoms and positions in Å:
C 0.25118 -0.79230 0.23414  -0.1109
C 0.91202 -1.02567 -1.05961  0.0219
C -0.55003 0.46802 0.37711  -0.4424
C 2.31611 -1.08378 -1.22769  -0.0282
C -0.38847 1.06341 1.74731  -0.0306
C -2.09488 0.18724 0.15182  -0.0004
N 0.59830 1.13462 -1.55480  -0.1012
N -0.16460 1.48572 -0.69040  -0.1106
O 0.86187 1.62674 -2.63489  0.0742
O -0.76639 2.67963 -0.69693  0.1488
H -0.37990 -1.61417 0.35395  0.1191
H 0.93149 -0.79574 1.09597  0.1445
H 0.26090 -1.36428 -1.75540  0.1149
H 2.76872 -2.08379 -1.01382  0.1503
H 2.70150 -0.43511 -0.47486  0.0962
H 2.57534 -0.74405 -2.22890  0.1148
H -0.63240 0.24346 2.59948  0.1766
H -0.94001 1.90749 1.87411  0.0408
H 0.65412 1.53976 1.79588  0.1303
H -2.72250 0.78213 0.98429  0.1379
H -2.27037 -0.89917 0.10989  0.0771
H -2.57333 0.61899 -0.85157  0.1297
H -0.61690 3.10659 -1.55658  0.1474